{"formula": "C3H6Cl2", "method": "the ωB97M-V functional and the def2-TZVPD basis", "lumo_energy_ev": 0.769, "orbital_gap_ev": 10.731, "de_lowest_kcal_mol": 94.4, "homo_energy_ev": -9.96, "energy_ev": -28249.3743, "species": ["C", "C", "C", "H", "H", "H", "H", "H", "H", "Cl", "Cl"], "coordinates": [[-0.66000, -0.79857, -0.98120], [-0.20596, 0.60041, -0.27069], [0.50747, 0.26640, 1.12127], [-1.09309, -1.72262, -0.21787], [0.40434, -1.15749, -1.16836], [-1.26562, -0.60570, -2.06062], [1.12739, 1.26163, 1.33222], [-0.32004, 0.02944, 1.89861], [1.25184, -0.66833, 1.49877], [1.47453, 1.08732, -0.87777], [-1.22088, 1.70750, -0.27436]], "forces_ev_per_a": [[0.92, -0.81, -0.39], [7.71, -10.20, 1.12], [-0.51, -0.29, 4.26], [0.65, 3.26, -2.16], [-1.64, -0.15, -0.47], [1.59, -0.71, 3.31], [-1.77, -2.35, 0.45], [0.96, 1.03, -0.92], [-1.73, 2.28, -2.52], [0.30, 0.68, -2.88], [-6.48, 7.26, 0.20]], "nbo_charge": [-0.648, -0.174, -0.674, 0.243, 0.236, 0.240, 0.241, 0.197, 0.256, -0.105, 0.188]}